--- i ---
Computed, not measured: an isolated molecule of C4H7NO4, with wB97M-V/def2-TZVPD.

HOMO = -10.171 eV
Total charge = 0

Each atom is followed by the atoms it is bonded to, with distances in Å.
Positions of all 16 atoms, in Å:
1 N 1.487 1.660 0.263  C2 1.458, H10 1.049, H11 1.087
2 C 0.615 0.496 0.370  N1 1.458, C3 1.461, C7 1.498, H12 1.226
3 C -0.497 0.410 -0.574  C2 1.461, C4 1.529, H13 1.256, H14 1.094
4 C -1.826 0.021 0.074  C3 1.529, O5 1.241, O6 1.330
5 O -2.034 -0.130 1.288  C4 1.241
6 O -2.814 -0.314 -0.752  C4 1.330, H15 1.036
7 C 1.357 -0.770 0.072  C2 1.498, O8 1.208, O9 1.342
8 O 2.511 -0.912 -0.256  C7 1.208
9 O 0.369 -1.661 0.240  C7 1.342, H16 1.063
10 H 2.374 1.319 0.706  N1 1.049
11 H 1.653 1.411 -0.781  N1 1.087
12 H 0.291 0.188 1.511  C2 1.226
13 H -0.531 1.486 -1.221  C3 1.256
14 H -0.314 -0.334 -1.354  C3 1.094
15 H -3.560 -0.323 -0.032  O6 1.036
16 H 0.920 -2.547 0.447  O9 1.063

=====

--- ii ---
Computed, not measured: a cluster of 2 separate species, C4H7NO4 in total, with wB97M-V/def2-TZVPD.

HOMO = -8.865 eV
Total charge = 0

Each atom is followed by the atoms it is bonded to, with distances in Å.
Positions of all 16 atoms, in Å:
1 O 1.616 -0.363 1.620  C2 1.224
2 C 1.398 -0.871 0.527  O1 1.224, O3 1.350, N4 1.376
3 O 2.350 -0.912 -0.429  C2 1.350, H6 0.978
4 N 0.306 -1.667 0.270  C2 1.376, O5 1.407, H7 1.014
5 O 0.285 -2.510 -0.855  N4 1.407, H8 0.975
6 H 3.060 -0.332 -0.086  O3 0.978
7 H -0.203 -2.006 1.079  N4 1.014
8 H -0.186 -1.985 -1.528  O5 0.975
9 C -1.738 1.272 0.633  C10 1.488, H13 1.094, H14 1.094, H15 1.095
10 C -1.005 1.119 -0.653  C9 1.488, C11 1.316, H16 1.083
11 C 0.206 1.588 -0.865  C10 1.316, O12 1.173
12 O 1.180 2.177 -1.147  C11 1.173
13 H -1.114 0.967 1.478  C9 1.094
14 H -2.638 0.650 0.632  C9 1.094
15 H -2.040 2.314 0.776  C9 1.095
16 H -1.477 0.560 -1.452  C10 1.083

=====

The energy of each structure relative to the most stable one, in kcal/mol, is as follows: i 0.0; ii 21.7.